Computed, not measured: a cluster of 2 separate species, C4H14NO in total at a distorted geometry, with the ωB97M-V functional and the def2-TZVPD basis.

Each line ends with the Löwdin charge.
Positions of all 20 atoms, in Å:
C: 0.646 1.101 -0.159  -0.11
C: -0.397 0.865 0.900  -0.31
C: -1.088 2.112 1.222  0.02
C: -1.350 -0.429 0.752  0.12
N: 1.496 -0.025 -0.659  0.23
H: 0.134 1.576 -1.008  0.17
H: 1.402 1.832 0.267  0.19
H: 0.213 0.552 1.781  0.23
H: -2.035 1.881 1.753  0.14
H: -0.447 2.635 2.008  0.20
H: -1.288 2.995 0.602  0.15
H: -2.333 0.023 0.429  0.15
H: -1.377 -1.025 1.682  0.13
H: -0.885 -1.091 0.021  0.08
H: 2.270 -0.088 0.010  0.19
H: 0.943 -0.873 -0.862  0.13
H: 2.129 0.286 -1.390  0.19
H: 0.690 -3.659 -1.134  0.07
H: -0.482 -3.150 -1.981  0.08
O: 0.443 -2.923 -1.718  -0.06

charge: +2
E_LUMO (alpha / beta): -7.49 / -14.56 eV
gap between HOMO and LUMO (alpha / beta): 11.50 / 4.40 eV
relative energy (zero: lowest compared OMol25 entry of this formula, charge and spin): 29.9 kcal per mole
2S+1: 2
highest occupied orbital energy (alpha / beta): -19.00 / -18.96 eV